Computed, not measured: a structure of composition C2HCeO3, with the ωB97M-V functional and the def2-TZVPD basis.

```
! RIJCOSX wB97M-V def2-TZVPD def2/J DEFGRID3
* xyz 2 2
C -1.056 -0.180 0.946
O -2.186 -0.393 0.657
C 0.725 0.611 -0.453
O -0.220 0.864 0.463
O 1.555 -0.311 -0.397
Ce 1.475 0.116 -2.855
H -0.292 -0.707 1.638
*
```

For the gap between HOMO and LUMO (spin up / spin down), the calculation gives 6.55 / 7.32 eV. The HOMO energy (spin up / spin down) comes out at -18.09 / -18.15 eV. The energy above the lowest of the compared OMol25 structures with the same formula, charge and spin comes out at 0.4110 eV. The value obtained for the total energy is -776.84554 Ha. The LUMO energy (spin up / spin down) comes out at -0.4241 / -0.3981 Ha. As for the expectation value of S²: 0.903.


Computed, not measured: a cluster of 2 separate species, C2HCl2FNO2 in total, with the ωB97M-V functional and the def2-TZVPD basis.

```
! RIJCOSX wB97M-V def2-TZVPD def2/J DEFGRID3
* xyz -1 1
C -1.683 -0.258 -0.083
C 1.376 -0.211 -0.056
N -0.540 0.413 0.517
O -2.669 0.421 0.116
O -1.569 -1.396 -0.466
F -0.573 1.757 0.527
Cl 1.659 0.471 -1.564
Cl 2.599 0.149 1.215
H 1.399 -1.346 -0.206
*
```

For the gap between HOMO and LUMO (spin up / spin down), the calculation gives 7.81 / 7.81 eV. The HOMO energy (spin up / spin down) comes out at -4.65 / -4.65 eV. The energy above the lowest of the compared OMol25 structures with the same formula, charge and spin comes out at 4.2755 eV. The value obtained for the total energy is -1302.21528 Ha. The LUMO energy (spin up / spin down) comes out at 0.1161 / 0.1161 Ha.


Computed, not measured: a cluster of 2 separate species, C2HCl2IO in total, with the ωB97M-V functional and the def2-TZVPD basis.

```
! RIJCOSX wB97M-V def2-TZVPD def2/J DEFGRID3
* xyz 0 1
C 0.892 0.442 -0.329
C 0.269 -0.639 0.381
O 0.486 0.946 -1.369
Cl -1.238 -1.361 -0.053
Cl 1.032 -1.060 1.869
I -3.437 1.097 -0.556
H 1.996 0.573 0.058
*
```

For the gap between HOMO and LUMO (spin up / spin down), the calculation gives 7.89 / 6.57 eV. The HOMO energy (spin up / spin down) comes out at -10.06 / -9.51 eV. The energy above the lowest of the compared OMol25 structures with the same formula, charge and spin comes out at 1.7708 eV. The value obtained for the total energy is -1370.03669 Ha. The LUMO energy (spin up / spin down) comes out at -0.0796 / -0.1083 Ha.


Computed, not measured: a cluster of 2 separate species, C2HCl2N in total, with the ωB97M-V functional and the def2-TZVPD basis.

```
! RIJCOSX wB97M-V def2-TZVPD def2/J DEFGRID3
* xyz 0 1
C -0.717 -0.830 1.148
C 0.490 0.411 -0.582
N -1.245 -1.461 1.936
Cl -0.144 -0.196 -2.027
Cl 0.166 2.046 -0.204
H 1.449 0.030 -0.272
*
```

For the gap between HOMO and LUMO, the calculation gives 8.41 eV. The HOMO energy comes out at -10.65 eV. The energy above the lowest of the compared OMol25 structures with the same formula, charge and spin comes out at 3.2697 eV. The value obtained for the total energy is -1051.80538 Ha. The LUMO energy comes out at -0.0826 Ha.


Computed, not measured: a structure of composition C2HCl2NO2, with the ωB97M-V functional and the def2-TZVPD basis.

```
! RIJCOSX wB97M-V def2-TZVPD def2/J DEFGRID3
* xyz 0 3
C -3.148 -0.669 0.534
C 0.454 -1.626 -1.006
N -3.424 -1.245 1.482
O -0.177 0.153 0.795
O 0.455 -0.566 -0.569
Cl -2.743 0.197 -0.794
Cl -0.085 -3.188 -0.698
H -0.227 1.116 0.508
*
```

For the gap between HOMO and LUMO (spin up / spin down), the calculation gives 8.14 / 9.20 eV. The HOMO energy (spin up / spin down) comes out at -7.80 / -10.80 eV. The energy above the lowest of the compared OMol25 structures with the same formula, charge and spin comes out at 2.0938 eV. The value obtained for the total energy is -1202.16370 Ha. The LUMO energy (spin up / spin down) comes out at 0.0124 / -0.0589 Ha. As for the expectation value of S²: 2.007.


Computed, not measured: an isolated molecule of C2HCl2NS, with the ωB97M-V functional and the def2-TZVPD basis.

```
! RIJCOSX wB97M-V def2-TZVPD def2/J DEFGRID3
* xyz 0 1
S 3.240 -0.510 -0.107
C 1.636 -0.394 -0.023
N 0.403 -0.429 0.062
C -1.007 0.094 0.063
Cl -1.283 1.075 -1.427
Cl -1.215 0.983 1.577
H -1.775 -0.819 -0.144
*
```

The structure (SMILES) is S=C=NC(Cl)Cl. For the gap between HOMO and LUMO, the calculation gives 9.83 eV. The HOMO energy comes out at -9.67 eV. The energy above the lowest of the compared OMol25 structures with the same formula, charge and spin comes out at 0.3076 eV. The value obtained for the total energy is -1450.09683 Ha. The LUMO energy comes out at 0.0059 Ha.


Computed, not measured: a cluster of 2 separate species, C2HCl2NS in total, with the ωB97M-V functional and the def2-TZVPD basis.

```
! RIJCOSX wB97M-V def2-TZVPD def2/J DEFGRID3
* xyz 0 1
C 1.653 -0.201 0.442
C -1.367 0.043 -0.138
N 1.600 0.960 0.475
S 1.400 -1.792 0.024
Cl -1.781 0.612 -1.691
Cl -0.719 1.308 0.972
H -0.785 -0.930 -0.084
*
```

For the gap between HOMO and LUMO (spin up / spin down), the calculation gives 5.89 / 8.54 eV. The HOMO energy (spin up / spin down) comes out at -9.27 / -10.03 eV. The energy above the lowest of the compared OMol25 structures with the same formula, charge and spin comes out at 3.2709 eV. The value obtained for the total energy is -1449.98793 Ha. The LUMO energy (spin up / spin down) comes out at -0.1241 / -0.0545 Ha.


Computed, not measured: a cluster of 2 separate species, C2HCl3FN in total, with the ωB97M-V functional and the def2-TZVPD basis.

```
! RIJCOSX wB97M-V def2-TZVPD def2/J DEFGRID3
* xyz 0 1
C 1.000 0.121 -0.404
C -1.096 0.160 0.788
N 1.063 -0.793 -1.151
F 1.733 1.123 0.070
Cl -0.791 -0.211 2.376
Cl -1.737 1.681 0.512
Cl -1.819 -1.170 -0.188
H 1.649 -0.911 -2.003
*
```

For the gap between HOMO and LUMO (spin up / spin down), the calculation gives 8.12 / 8.12 eV. The HOMO energy (spin up / spin down) comes out at -8.52 / -8.52 eV. The energy above the lowest of the compared OMol25 structures with the same formula, charge and spin comes out at 3.0146 eV. The value obtained for the total energy is -1611.86843 Ha. The LUMO energy (spin up / spin down) comes out at -0.0145 / -0.0145 Ha.


Computed, not measured: a cluster of 2 separate species, C2HCl3OS in total, with the ωB97M-V functional and the def2-TZVPD basis.

```
! RIJCOSX wB97M-V def2-TZVPD def2/J DEFGRID3
* xyz 0 1
C 1.134 0.133 1.413
C -0.917 -0.714 -0.908
O 1.374 2.571 1.180
S 0.745 1.401 0.580
Cl -0.092 -1.759 -1.904
Cl -1.393 0.782 -1.594
Cl -2.207 -1.406 -0.022
H 1.357 -1.009 1.254
*
```

For the gap between HOMO and LUMO (spin up / spin down), the calculation gives 8.48 / 7.64 eV. The HOMO energy (spin up / spin down) comes out at -10.02 / -9.28 eV. The energy above the lowest of the compared OMol25 structures with the same formula, charge and spin comes out at 5.1229 eV. The value obtained for the total energy is -1930.59657 Ha. The LUMO energy (spin up / spin down) comes out at -0.0565 / -0.0605 Ha.


Computed, not measured: a cluster of 2 separate species, C2HCl3OS in total, with the ωB97M-V functional and the def2-TZVPD basis.

```
! RIJCOSX wB97M-V def2-TZVPD def2/J DEFGRID3
* xyz 0 1
O -0.639 -2.064 -2.896
C -0.764 -1.820 -1.780
C -0.996 -1.574 -0.519
Cl -1.426 -2.882 0.465
Cl -0.996 0.042 0.194
S 1.655 2.606 0.732
Cl 0.435 2.351 2.338
H 2.731 3.340 1.466
*
```

The structure (SMILES) is O=C=C(Cl)Cl.SCl. For the gap between HOMO and LUMO, the calculation gives 8.82 eV. The HOMO energy comes out at -9.08 eV. The energy above the lowest of the compared OMol25 structures with the same formula, charge and spin comes out at 1.3834 eV. The value obtained for the total energy is -1930.73400 Ha. The LUMO energy comes out at -0.0096 Ha.


Computed, not measured: a structure of composition C2HCl3S2, with the ωB97M-V functional and the def2-TZVPD basis.

```
! RIJCOSX wB97M-V def2-TZVPD def2/J DEFGRID3
* xyz 0 1
C -0.851 -0.343 -1.277
C -0.113 -3.328 -1.305
S -1.301 -0.814 -2.690
S -0.463 -0.744 0.306
Cl 1.312 -3.411 -2.453
Cl -1.578 -3.514 -2.159
Cl 0.014 -4.252 0.067
H -0.985 0.516 0.793
*
```

For the gap between HOMO and LUMO (spin up / spin down), the calculation gives 5.73 / 8.54 eV. The HOMO energy (spin up / spin down) comes out at -7.12 / -8.86 eV. The energy above the lowest of the compared OMol25 structures with the same formula, charge and spin comes out at 3.4823 eV. The value obtained for the total energy is -2253.59450 Ha. The LUMO energy (spin up / spin down) comes out at -0.0509 / -0.0119 Ha.


Computed, not measured: an isolated molecule of C2HClF2S, with the ωB97M-V functional and the def2-TZVPD basis.

```
! RIJCOSX wB97M-V def2-TZVPD def2/J DEFGRID3
* xyz 0 1
F 0.597 0.139 1.617
C -0.150 0.195 0.530
F -1.414 0.285 0.870
Cl 0.306 2.192 -0.185
C 0.224 -0.660 -0.576
S -0.857 -1.339 -1.569
H 1.293 -0.814 -0.687
*
```

The structure (SMILES) is FC(F)(Cl)C=S. For the gap between HOMO and LUMO, the calculation gives 7.89 eV. The HOMO energy comes out at -10.10 eV. The energy above the lowest of the compared OMol25 structures with the same formula, charge and spin comes out at 0.7873 eV. The value obtained for the total energy is -1134.86547 Ha. The LUMO energy comes out at -0.0812 Ha.